[1]
DFT (ωB97M-V/def2-TZVPD) results for a molecular structure, C19H20F3N3O7S.

Atoms and positions in Å:
C  -0.242  -3.238  0.500
C  -1.350  -2.146  0.252
C  -2.765  -2.466  0.017
C  -3.828  -1.390  -0.274
C  -5.272  -1.904  -0.552
C  -6.456  -1.028  0.003
C  -6.761  -1.252  1.538
F  -5.659  -1.225  2.345
F  -7.455  -2.467  1.629
F  -7.697  -0.287  1.924
C  -3.365  -0.017  -0.297
O  -4.271  1.048  -0.606
C  -4.522  1.671  0.599
N  -4.707  2.067  1.666
C  -1.922  0.380  -0.043
N  -1.452  1.700  -0.056
S  0.173  1.467  0.293
N  0.388  -0.179  0.430
C  -0.890  -0.707  0.241
H  -0.373  -4.034  -0.298
H  0.800  -2.821  0.357
H  -0.312  -3.658  1.539
H  -3.024  -3.559  0.031
H  -5.358  -2.919  -0.049
H  -5.424  -2.123  -1.655
H  -7.393  -1.394  -0.524
H  -6.402  0.068  -0.221
C  2.220  6.505  -1.768
C  2.986  5.281  -1.322
C  2.137  4.047  -1.209
O  2.856  3.278  -0.247
C  3.509  4.172  0.550
O  4.041  3.893  1.578
O  3.468  5.425  0.016
H  1.388  6.716  -1.092
H  2.865  7.386  -1.755
H  1.827  6.373  -2.778
H  3.850  5.119  -1.975
H  2.049  3.510  -2.154
H  1.136  4.244  -0.814
C  5.420  -2.950  1.828
C  4.836  -3.215  0.460
C  5.222  -2.192  -0.569
O  4.139  -2.279  -1.494
C  3.052  -2.677  -0.779
O  1.931  -2.657  -1.186
O  3.411  -3.096  0.467
H  5.130  -1.962  2.194
H  5.044  -3.675  2.552
H  6.510  -3.010  1.806
H  5.086  -4.231  0.134
H  6.171  -2.421  -1.054
H  5.256  -1.173  -0.175

## Properties
DFT total energy, a.u.: -2124.66709
Gap between HOMO and LUMO, eV: 7.833
HOMO level, eV: -8.812

[2]
DFT (ωB97M-V/def2-TZVPD) results for a molecular structure, C30H48BiP2.

Atoms and positions in Å:
Bi  0.029  0.430  -1.064
C  -0.385  -2.899  3.133
C  0.954  -2.991  2.665
C  0.904  -1.504  4.436
C  -0.411  -1.973  4.228
C  1.753  -2.126  3.467
C  -1.545  -3.693  2.670
H  -1.328  -4.175  1.703
H  -2.451  -3.067  2.564
H  -1.782  -4.491  3.401
C  -1.597  -1.580  5.022
H  -2.499  -2.075  4.632
H  -1.750  -0.488  4.970
H  -1.489  -1.852  6.085
C  1.326  -0.551  5.486
H  1.244  -0.984  6.493
H  0.687  0.344  5.457
H  2.369  -0.242  5.331
C  3.224  -1.970  3.382
H  3.739  -2.622  4.119
H  3.531  -0.930  3.599
H  3.593  -2.247  2.377
C  1.468  -3.955  1.664
H  1.825  -4.863  2.168
H  2.308  -3.539  1.095
H  0.679  -4.255  0.963
C  -1.708  0.800  -4.044
C  -2.089  -0.633  -4.237
C  -1.138  -1.699  -4.800
C  0.357  -1.437  -4.515
C  0.885  -0.673  -3.273
C  1.178  0.724  -3.429
C  0.752  1.466  -4.647
C  -0.716  1.359  -5.044
H  -1.302  -1.841  -5.869
H  0.821  -1.041  -5.426
H  -1.432  -2.664  -4.371
H  -0.761  0.809  -5.981
H  -2.571  1.478  -3.955
H  -3.132  -0.794  -4.518
H  -1.085  2.364  -5.283
H  1.018  2.534  -4.561
H  2.033  1.190  -2.943
H  1.349  1.062  -5.466
H  0.820  -2.415  -4.366
H  1.608  -1.279  -2.700
P  -1.900  -0.613  -2.482
P  2.131  1.970  -0.206
C  -0.143  2.592  -1.629
C  1.144  3.278  -1.166
H  -1.018  3.090  -1.302
H  -0.220  2.411  -2.689
H  1.769  3.795  -1.925
H  0.986  4.084  -0.406
C  2.673  2.794  1.296
H  3.260  2.128  1.957
H  1.775  3.152  1.837
H  3.287  3.653  0.950
C  3.444  0.967  -1.087
H  4.169  1.660  -1.555
H  3.021  0.292  -1.880
H  3.949  0.268  -0.384
C  -3.314  0.194  -1.773
H  -3.725  -0.524  -1.073
H  -4.112  0.470  -2.484
H  -3.003  1.064  -1.233
C  -1.327  -2.230  -1.827
H  -1.411  -2.120  -0.737
H  -0.285  -2.527  -2.058
H  -1.981  -2.995  -2.246
C  -1.869  3.812  2.899
C  -1.285  2.617  3.312
C  -0.977  1.586  2.394
C  -1.283  1.780  1.071
C  -2.063  2.835  0.678
C  -2.218  3.917  1.560
H  -2.067  4.641  3.592
H  -1.032  2.491  4.357
H  -0.499  0.672  2.767
H  -2.529  2.957  -0.289
H  -2.629  4.831  1.143

## Properties
Relative energy (zero: lowest compared OMol25 entry of this formula, charge and spin), kJ/mol: 521.15
Net charge: +1
DFT total energy, a.u.: -2068.63591
Gap between HOMO and LUMO (spin up / spin down), eV: 5.441 / 5.951
HOMO level (spin up / spin down), eV: -9.050 / -8.960

[3]
DFT (ωB97M-V/def2-TZVPD) results for a single C19H34N4O5S molecule.

Atoms and positions in Å:
O  -1.386  2.272  -4.587
C  -1.296  1.933  -3.424
N  -0.428  2.480  -2.549
C  0.733  3.221  -2.982
C  1.983  2.575  -2.372
N  1.947  1.139  -2.594
C  2.718  0.358  -1.642
C  4.167  0.336  -2.167
C  4.008  0.533  -3.684
C  2.487  0.731  -3.880
C  -2.140  0.804  -2.824
C  -2.824  1.230  -1.515
C  -3.217  0.039  -0.638
N  -2.154  -0.936  -0.500
S  -0.871  -0.442  0.447
O  -0.458  0.914  0.208
O  0.140  -1.451  0.343
N  -1.663  -0.450  1.916
C  -1.083  0.394  2.940
C  0.147  -0.248  3.578
C  -0.233  -1.621  4.157
C  -0.827  -2.493  3.043
C  -2.007  -1.774  2.388
O  -1.165  -1.433  5.217
C  -0.677  -2.085  6.368
C  0.829  -2.163  6.107
O  0.892  -2.282  4.705
C  -1.750  -1.481  -1.784
C  -1.172  -0.385  -2.669
H  -0.328  2.050  -1.637
H  0.749  3.192  -4.075
H  0.664  4.267  -2.662
H  2.884  3.059  -2.778
H  1.958  2.746  -1.292
H  2.626  0.763  -0.635
H  2.304  -0.655  -1.632
H  4.666  -0.598  -1.920
H  4.741  1.153  -1.728
H  4.365  -0.327  -4.248
H  4.558  1.410  -4.025
H  2.248  1.459  -4.653
H  2.019  -0.220  -4.149
H  -2.908  0.533  -3.556
H  -2.162  1.865  -0.931
H  -3.718  1.809  -1.754
H  -4.079  -0.488  -1.059
H  -3.467  0.378  0.369
H  -0.823  1.338  2.462
H  -1.847  0.563  3.705
H  0.921  -0.399  2.824
H  0.535  0.389  4.373
H  -0.047  -2.678  2.306
H  -1.156  -3.443  3.467
H  -2.362  -2.333  1.522
H  -2.818  -1.664  3.114
H  -0.943  -1.491  7.243
H  -1.114  -3.089  6.452
H  1.310  -3.036  6.547
H  1.336  -1.248  6.443
H  -2.630  -1.945  -2.238
H  -1.000  -2.247  -1.584
H  -0.237  -0.049  -2.217
H  -0.942  -0.782  -3.659

## Properties
Relative energy (zero: lowest compared OMol25 entry of this formula, charge and spin), kJ/mol: 15.76
SMILES: O=C(NCCN1CCCC1)C1CCN(S(=O)(=O)N2CCC3(CC2)OCCO3)CC1
DFT total energy, a.u.: -1737.80460
Gap between HOMO and LUMO, eV: 9.121
HOMO level, eV: -8.422

[4]
DFT (ωB97M-V/def2-TZVPD) results for a single C4H9NO molecule.

Atoms and positions in Å:
C  1.751  -0.413  -0.374
C  1.244  0.821  0.390
C  -0.168  0.489  0.830
O  -0.449  0.127  1.958
N  -1.068  0.478  -0.207
C  -2.134  -0.501  -0.212
H  1.152  -0.597  -1.275
H  2.793  -0.304  -0.684
H  1.662  -1.306  0.254
H  1.848  1.028  1.277
H  1.266  1.707  -0.256
H  -0.698  0.743  -1.107
H  -1.844  -1.387  -0.792
H  -2.298  -0.798  0.824
H  -3.056  -0.087  -0.625

## Properties
Relative energy (zero: lowest compared OMol25 entry of this formula, charge and spin), kJ/mol: 44.78
SMILES: CCC(=O)NC
DFT total energy, a.u.: -287.81540
Gap between HOMO and LUMO, eV: 10.485
HOMO level, eV: -9.586

[5]
DFT (ωB97M-V/def2-TZVPD) results for a single C20H22N4O5 molecule.

Atoms and positions in Å:
C  3.543  2.238  -1.151
C  2.279  2.357  -0.748
C  0.996  2.637  -1.656
C  2.081  3.582  0.472
O  2.093  4.741  0.299
N  2.542  3.246  1.933
C  2.897  2.002  2.286
C  3.357  1.993  3.682
C  4.036  0.587  3.781
C  3.819  -0.600  3.226
C  3.211  -0.260  1.837
C  2.682  0.991  1.358
N  2.003  1.159  0.225
C  1.236  0.227  -0.247
O  1.186  -0.189  -1.575
C  0.691  -0.949  0.646
N  -0.801  -1.064  0.151
C  -1.527  -0.144  0.096
O  -1.255  1.063  0.245
C  -2.815  -0.580  -0.956
O  -3.842  -0.184  -1.049
N  -2.418  -2.026  -0.972
C  -3.325  -2.940  -1.472
C  -3.659  -2.668  -2.855
C  -5.107  -2.395  -2.794
C  -5.661  -3.458  -1.826
C  -4.704  -3.293  -0.827
C  -1.276  -2.159  -0.231
O  -0.798  -3.204  -0.355
H  3.522  1.352  -1.985
H  4.324  1.890  -0.477
H  3.798  3.157  -1.760
H  1.315  3.487  -1.898
H  0.265  2.481  -0.977
H  1.258  1.855  -2.427
H  2.587  4.151  2.384
H  3.620  2.929  4.042
H  4.572  0.563  4.895
H  4.085  -1.428  3.306
H  3.019  -1.131  1.153
H  1.120  -1.933  0.583
H  0.550  -0.543  1.719
H  -2.698  -4.092  -1.466
H  -3.285  -3.550  -3.664
H  -3.011  -1.941  -3.299
H  -5.351  -1.301  -2.626
H  -5.642  -2.585  -3.970
H  -5.682  -4.360  -2.131
H  -6.493  -3.379  -1.693
H  -4.941  -2.197  -0.348
H  -4.605  -4.234  -0.062

## Properties
Relative energy (zero: lowest compared OMol25 entry of this formula, charge and spin), kJ/mol: 1865.02
SMILES: CC1(C)C(=O)Nc2ccccc2N1C(=O)CN1C(=O)C(=O)N(C2CCCC2)C1=O
DFT total energy, a.u.: -1369.95031
Gap between HOMO and LUMO, eV: 8.311
HOMO level, eV: -8.507

[6]
DFT (ωB97M-V/def2-TZVPD) results for a single CH3NO2 molecule.

Atoms and positions in Å:
O  1.084  -0.934  -0.129
C  0.875  0.284  0.074
N  -0.553  0.403  -0.182
O  -1.182  -0.763  0.018
H  1.500  1.257  0.124
H  -1.298  1.293  -0.034
H  -0.426  -1.541  0.129

## Properties
Relative energy (zero: lowest compared OMol25 entry of this formula, charge and spin), kJ/mol: 430.27
SMILES: O=CNO
DFT total energy, a.u.: -245.01525
Gap between HOMO and LUMO, eV: 9.692
HOMO level, eV: -8.809